a:
3 unconnected molecules or ions with the total composition C6H12N2O2. Source: the Open Molecules 2025 dataset; level of theory: ωB97M-V/def2-TZVPD.

Last column: Löwdin charge in e.
CARTESIAN COORDINATES (ANGSTROEM)
C 1.127 1.414 0.396  -0.18
N 0.017 0.968 0.011  0.04
C -0.042 -0.413 -0.171  -0.28
C 1.199 -1.307 0.191  -0.19
C 2.457 -0.647 -0.242  -0.23
C 2.506 0.767 0.402  -0.16
H 1.207 2.345 1.028  0.12
H -0.469 -0.688 -1.158  0.09
H -1.002 -0.842 0.329  0.13
H 1.114 -2.272 -0.311  0.11
H 1.157 -1.457 1.278  0.12
H 3.393 -1.173 0.100  0.12
H 2.510 -0.634 -1.286  0.09
H 2.677 0.590 1.496  0.12
H 3.244 1.470 -0.072  0.12
O -2.823 2.704 1.386  0.21
C -3.124 1.639 1.678  -0.45
O -3.342 0.548 1.942  0.21
N -3.130 -0.893 -1.663  0.02
H -2.412 -0.578 -1.101  -0.10
H -3.530 0.046 -1.951  0.06
H -2.734 -1.587 -2.283  0.01

Output
Gap between HOMO and LUMO ... 9.76 eV
Net charge ... 0
Structure (SMILES) ... C1=NCCCC1.O=C=O.N

b:
A single C6H12N2O2 molecule. Source: the Open Molecules 2025 dataset; level of theory: ωB97M-V/def2-TZVPD.

Last column: Löwdin charge in e.
CARTESIAN COORDINATES (ANGSTROEM)
H -0.375 -2.555 0.224  0.05
N 0.645 -2.499 0.258  0.15
C 0.976 -1.262 0.212  -0.48
O 2.254 -1.026 0.493  0.03
C 0.060 -0.071 0.382  -0.42
C 0.496 1.067 -0.549  -0.11
C 0.531 0.719 -2.026  -0.25
O -0.783 0.440 -2.479  -0.06
C -0.163 0.407 1.844  -0.07
C -1.668 0.313 1.532  -0.17
N -1.359 -0.457 0.312  0.02
H 2.498 -1.973 0.900  0.18
H 1.503 1.394 -0.253  0.13
H -0.188 1.915 -0.392  0.13
H 1.190 -0.150 -2.200  0.12
H 0.960 1.568 -2.583  0.12
H -0.756 0.175 -3.401  0.09
H 0.180 -0.318 2.592  0.12
H 0.238 1.399 2.082  0.11
H -2.293 -0.223 2.260  0.10
H -2.122 1.296 1.331  0.11
H -1.824 -0.157 -0.540  0.10

Output
Gap between HOMO and LUMO ... 9.96 eV
Net charge ... 0
Structure (SMILES) ... [H]/N=C(/O)[C@]1(CCO)CCN1

Most favorable structure: a. The second most favorable one is 34.5 kJ/mol above it.

a:
A molecular structure, C4H4Cl2. Source: the Open Molecules 2025 dataset; level of theory: ωB97M-V/def2-TZVPD.

Last column: Löwdin charge in e.
CARTESIAN COORDINATES (ANGSTROEM)
C 0.405 -0.525 -1.152  -1.15
C -0.111 0.603 -0.350  -0.40
C -0.285 0.155 1.115  -0.13
C -0.432 0.104 2.378  0.12
H 1.555 -0.618 -0.836  0.14
H -1.095 0.802 -0.773  0.09
H 0.578 1.388 -0.310  0.09
H -0.229 0.036 3.385  -0.01
Cl 0.122 0.147 -2.652  0.71
Cl -0.509 -2.091 -0.805  0.55

Output
Gap between HOMO and LUMO ... 10.80 eV
Net charge ... 0

b:
2 unconnected molecules or ions with the total composition C4H4Cl2. Source: the Open Molecules 2025 dataset; level of theory: ωB97M-V/def2-TZVPD.

Last column: Löwdin charge in e.
CARTESIAN COORDINATES (ANGSTROEM)
C -0.640 0.037 -0.142  -0.60
C -2.962 1.411 0.373  -0.46
C 0.565 0.519 -0.059  -0.28
C 1.691 -0.454 0.013  -0.12
Cl -1.317 -1.514 -0.149  0.60
Cl -3.897 0.213 -0.119  0.56
H 0.775 1.641 -0.152  0.13
H 2.172 -0.209 0.972  0.09
H 2.401 -0.289 -0.813  0.09
H 1.211 -1.355 0.076  0.00

Output
Gap between HOMO and LUMO (spin up / spin down) ... 7.99 / 7.27 eV
Net charge ... 0

Most favorable structure: a. The second most favorable one is 411.0 kJ/mol above it.

a:
A molecular structure, C6H11NO2. Source: the Open Molecules 2025 dataset; level of theory: ωB97M-V/def2-TZVPD.

Last column: Löwdin charge in e.
CARTESIAN COORDINATES (ANGSTROEM)
C -0.324 -0.461 1.683  0.01
C 0.250 2.027 -0.305  -0.01
C 1.685 -0.551 -0.099  -0.01
C -1.038 -0.133 0.402  -0.40
C -0.363 0.690 -0.557  -0.29
C 0.042 -1.323 0.522  -0.45
O -2.406 -0.373 0.315  0.06
O -0.765 0.432 -1.827  0.10
N -0.049 -2.538 0.106  0.09
H -2.579 -0.866 -0.498  0.11
H -0.321 1.016 -2.453  0.13
H -0.827 -2.678 -0.540  0.03
H -0.966 -0.971 2.394  0.13
H 0.381 0.241 2.114  0.11
H 0.499 2.170 0.744  0.09
H -0.470 2.799 -0.599  0.10
H 1.155 2.169 -0.902  0.09
H 1.776 -0.703 -1.173  0.05
H 2.208 -1.340 0.436  0.05
H 2.113 0.392 0.239  0.03

Output
Gap between HOMO and LUMO (spin up / spin down) ... 7.38 / 7.37 eV
Net charge ... 0

b:
2 unconnected molecules or ions with the total composition C6H11NO2. Source: the Open Molecules 2025 dataset; level of theory: ωB97M-V/def2-TZVPD.

Last column: Löwdin charge in e.
CARTESIAN COORDINATES (ANGSTROEM)
C -0.816 -1.495 1.461  -0.06
C -1.072 -0.856 0.192  -0.30
C -0.878 -1.681 -1.037  -0.01
N -1.172 0.469 0.353  -0.31
O -1.111 1.179 1.306  0.02
O -1.414 1.051 -0.916  0.06
H 0.300 -1.740 1.636  0.11
H -1.265 -2.427 1.552  0.05
H -1.065 -0.867 2.388  0.11
H -0.114 -1.087 -1.622  0.11
H -1.760 -1.817 -1.663  0.08
H -0.592 -2.636 -0.714  0.06
H -1.567 1.939 -0.793  0.06
C 2.389 -0.050 0.248  0.09
C 2.022 1.078 0.050  -0.20
C 1.349 2.189 -0.562  -0.14
H 3.062 -0.831 0.494  0.02
H 0.699 2.774 0.057  0.06
H 0.887 1.819 -1.503  0.09
H 2.119 2.989 -0.929  0.11

Output
Gap between HOMO and LUMO ... 8.95 eV
Net charge ... 0
Structure (SMILES) ... CC(C)=[N+]([O-])O.C#CC

Most favorable structure: a. The second most favorable one is 53.0 kJ/mol above it.

a:
A molecular structure, C6H11NO2. Source: the Open Molecules 2025 dataset; level of theory: ωB97M-V/def2-TZVPD.

Last column: Löwdin charge in e.
CARTESIAN COORDINATES (ANGSTROEM)
C 1.071 0.424 2.263  -0.01
C 0.313 0.764 0.893  -0.18
C -0.941 0.219 0.328  -0.24
C -1.786 -0.971 0.853  -0.07
C 0.758 0.659 -1.535  -0.50
C 0.476 -0.223 -2.678  -0.26
H 2.039 1.031 2.326  0.10
H 0.368 0.564 3.117  0.09
H 1.280 -0.545 2.401  0.01
H 0.443 1.819 0.631  0.13
H -1.733 0.976 0.038  0.16
H -1.809 -1.792 -0.043  0.13
H -2.709 -0.448 1.326  0.09
H -1.394 -1.512 1.851  0.10
H -0.223 0.396 -3.211  0.11
H 1.463 0.038 -3.313  0.17
H 0.332 -1.413 -0.970  0.22
N 0.407 -0.087 -0.404  0.03
O 1.442 1.634 -1.622  0.12
O 0.202 -1.535 -2.250  -0.19

Output
Gap between HOMO and LUMO ... 9.93 eV
Net charge ... 0

b:
3 unconnected molecules or ions with the total composition C6H11NO2. Source: the Open Molecules 2025 dataset; level of theory: ωB97M-V/def2-TZVPD.

Last column: Löwdin charge in e.
CARTESIAN COORDINATES (ANGSTROEM)
C 0.010 -0.171 0.461  -0.26
C 1.480 -0.849 -1.194  -0.12
C 2.758 -0.779 -0.409  -0.19
C -2.434 0.619 0.925  -0.38
C -0.753 0.022 -0.626  -0.12
N -2.194 1.355 2.039  0.11
C -1.426 -0.007 -1.735  0.07
O 0.634 0.862 1.094  0.01
O -3.544 0.368 0.510  0.00
H 1.289 0.505 1.704  0.11
H -0.057 -1.119 0.985  0.15
H -2.955 1.862 2.484  0.10
H -1.253 1.655 2.227  0.07
H 1.442 -0.183 -2.051  0.06
H 1.121 -1.848 -1.421  0.06
H -0.959 -0.235 -2.685  0.07
H -2.488 0.222 -1.704  0.07
H 2.981 0.246 -0.099  0.06
H 3.625 -1.120 -0.993  0.07
H 2.723 -1.407 0.488  0.06

Output
Gap between HOMO and LUMO (spin up / spin down) ... 7.16 / 6.78 eV
Net charge ... 0

Most favorable structure: a. The second most favorable one is 141.5 kJ/mol above it.